Computed, not measured: a 2-piece molecular cluster, C5H14NO2 overall, with the ωB97M-V functional and the def2-TZVPD basis.

Properties
- ΔE to the lowest compared entry with this formula, charge and spin: 2.270 eV
- Charge: -1
- Total energy: -10995.33535 eV
- F_max: 3.55 eV Å⁻¹
- HOMO: -3.82 eV
- Kohn-Sham gap: 7.61 eV
- Spin multiplicity: 1

```
22
Properties=species:S:1:pos:R:3:forces:R:3
C 0.61531 1.72173 -0.72802 -0.76 -2.13 0.97
O 1.15786 2.41300 0.32075 0.32 -0.11 0.37
C 0.94628 0.08623 -0.55525 -1.13 0.96 -0.54
C 0.18340 -0.91896 -1.52109 1.64 -1.44 -0.12
C -1.33114 -0.92452 -1.21509 -0.70 -1.66 -0.92
C -1.88856 -1.41678 0.14093 2.16 2.46 1.37
N -0.74952 -2.03619 0.84976 -1.49 -2.25 -0.01
H -0.52548 1.75918 -0.68481 0.93 0.17 -0.53
H 1.03080 2.20133 -1.60764 -0.29 -0.48 -0.91
H 2.03874 -0.00380 -0.50166 -0.16 -0.25 -0.41
H 0.57087 -0.13020 0.45410 0.40 0.40 -0.37
H 0.56030 -0.75647 -2.58968 -1.42 0.28 1.02
H 0.49777 -2.03716 -1.44132 0.13 1.73 0.35
H -1.98207 -1.51815 -1.85585 0.85 -0.56 -1.08
H -1.66225 -0.00382 -1.48624 -1.15 3.16 -0.17
H -2.17094 -0.57356 0.87794 0.43 -0.71 -1.39
H -2.86247 -1.88905 0.03574 0.34 -1.11 -0.18
H -0.55547 -1.32640 1.49983 1.54 0.36 1.08
H 0.06505 -2.40314 0.31049 -1.45 1.02 0.72
H 1.78684 0.57690 2.20184 -1.80 0.67 0.48
H 1.03941 1.75662 1.22284 -0.30 0.46 0.48
O 0.87512 1.00134 2.29015 1.93 -0.98 -0.21
```
Positions in Å, forces in eV/Å.



Computed, not measured: a 2-piece molecular cluster, C5H14NO2 overall, with the ωB97M-V functional and the def2-TZVPD basis.

Properties
- ΔE to the lowest compared entry with this formula, charge and spin: 2.365 eV
- Charge: -1
- Total energy: -10995.24034 eV
- F_max: 3.21 eV Å⁻¹
- HOMO: -3.27 eV
- Kohn-Sham gap: 6.96 eV
- Spin multiplicity: 1

```
22
Properties=species:S:1:pos:R:3:forces:R:3
C 2.11593 -0.72406 -1.74042 -0.41 -0.16 2.66
N 2.00290 0.41262 -0.84653 -0.68 0.73 2.22
C 0.95345 0.29761 0.30814 -0.79 -0.47 -2.97
C -0.49744 0.66599 -0.18693 -0.40 0.90 1.62
C -1.30660 1.03343 1.16335 0.29 -0.48 -1.14
O -2.13775 0.07473 1.53642 0.14 -2.31 2.22
C 0.88323 -1.16484 0.76378 2.05 0.12 1.37
H 1.14106 -1.29251 -1.71582 0.85 0.60 -1.42
H 2.78655 -1.32119 -1.10265 0.22 -0.80 -1.23
H 2.59788 -0.42276 -2.65137 -0.22 -0.22 -0.64
H 2.03166 1.33472 -1.24028 -0.48 0.00 -0.32
H 1.25389 0.97020 1.14074 -0.13 -0.33 -0.84
H -0.49737 1.61369 -0.71391 0.35 0.19 -0.64
H -1.16177 -0.06998 -0.75426 1.38 0.65 0.76
H -0.50804 1.28719 1.91345 -0.47 0.17 -0.05
H -1.97255 1.88498 1.01512 0.56 1.43 -0.48
H -0.12647 -1.52052 0.94499 -0.08 0.42 0.59
H 1.58717 -1.23535 1.70383 -1.39 -0.57 -1.73
H 1.24456 -1.77881 -0.07440 0.04 -0.12 1.06
H -2.98055 -0.45640 0.59245 -0.27 0.46 -0.70
H -3.71085 0.66905 0.13988 -0.50 -0.78 -0.81
O -3.69890 -0.25780 -0.19561 -0.08 0.58 0.46
```
Positions in Å, forces in eV/Å.